Entry from the Open Molecules 2025 dataset: a molecular structure, C33H61As3Sb2Ti (ωB97M-V with the def2-TZVPD basis set).

```
100
Properties=species:S:1:pos:R:3:lowdin_spin:R:1
H -4.60 -1.37 2.72 0.00
C -3.61 0.61 0.19 -0.01
As 0.43 1.73 -0.99 0.00
C 2.83 -0.89 3.12 -0.01
H -2.91 1.47 -1.65 0.00
As 1.73 2.75 -5.17 0.00
C -4.93 -0.63 1.99 0.00
Sb -0.93 0.57 2.50 -0.01
C 1.04 -0.21 4.76 0.00
H 1.21 -2.10 -4.63 0.00
C -2.63 -0.65 -1.65 0.00
H 2.96 -1.34 -3.29 0.00
H 1.72 -3.80 -2.62 0.00
H -0.40 -2.70 -4.21 0.00
H 2.45 2.69 -1.95 0.00
H 4.47 -1.96 0.75 0.00
H -6.59 -0.49 0.58 0.00
C 1.74 1.07 -4.08 0.00
C -2.98 0.57 -1.06 0.00
C -6.22 -1.17 1.35 0.00
H 3.31 3.15 -7.07 0.00
H -3.40 -2.66 0.99 0.00
H 4.34 2.01 -3.32 0.00
H -2.84 -0.29 4.20 0.00
C 0.40 -0.40 5.98 0.00
C -2.49 -0.74 -3.14 0.00
H 3.06 -0.96 -1.58 0.00
H 1.92 0.32 -4.85 0.00
C 2.62 4.15 -4.12 0.00
H 1.99 4.53 -3.31 0.00
H -0.22 3.36 0.83 0.00
H -2.39 -1.63 3.12 0.00
H 0.77 -3.60 1.45 0.00
C 2.22 -2.28 5.10 0.00
H 1.52 1.40 3.36 0.00
C -3.29 -1.74 0.42 0.00
C 1.09 -3.37 -1.84 0.01
C 1.56 -2.48 6.30 0.00
H -5.87 0.53 3.53 0.00
H 0.12 3.65 -2.54 0.00
H -0.30 0.34 6.34 0.00
H -0.17 -0.99 -4.65 0.00
H 1.31 3.82 0.06 0.00
C 0.73 2.98 0.46 0.00
H -6.08 -2.16 0.90 0.00
H -5.70 1.41 2.03 0.00
C -2.02 -0.80 3.71 0.00
H 0.16 -3.93 -1.80 0.00
C -2.68 -1.80 -0.83 0.01
C -5.20 0.70 2.69 0.00
H -3.97 1.56 0.56 0.00
H 1.29 2.51 1.26 0.00
H 1.59 -3.47 -0.88 0.00
H -1.12 3.18 2.94 0.00
H -1.88 0.06 -3.56 0.00
C 3.24 2.35 -6.33 0.00
H 3.06 1.42 -6.86 0.00
H 0.69 0.94 -3.80 0.00
H 3.60 3.89 -3.74 0.00
H 2.87 1.43 -0.80 0.00
H -2.46 2.36 3.76 0.00
C -3.89 -0.57 0.89 0.00
C 2.26 1.65 -1.67 0.00
C 4.11 0.96 -3.16 0.00
C 0.68 0.98 3.91 0.00
H -4.29 1.16 3.07 0.00
H -2.57 2.72 2.02 0.00
H -7.00 -1.26 2.12 0.00
H 4.40 0.41 -4.05 0.00
H 3.42 -3.36 1.10 0.00
H -2.41 -2.76 -1.24 0.00
H -3.49 -0.64 -3.57 0.00
Sb 1.97 -1.15 1.15 -0.02
C 1.98 -1.15 4.33 0.00
C 0.27 -1.84 -4.16 0.00
H 0.24 1.77 4.52 0.00
H -0.90 2.32 -3.09 0.00
C 0.66 -1.53 6.76 0.00
H -2.10 -1.70 -3.46 0.00
H 1.77 -3.36 6.90 0.00
H 2.96 -3.00 4.77 0.00
H -1.33 -1.18 4.46 0.00
H 2.75 4.98 -4.82 0.00
H 3.65 -1.61 3.07 0.00
Ti -0.65 -0.51 -0.21 1.05
H 0.17 -1.65 7.71 0.00
H 4.73 0.61 -2.33 0.00
H 4.19 2.30 -5.79 0.00
H -1.39 3.31 -1.69 0.00
C 2.50 -0.74 -2.49 0.00
C 2.62 0.75 -2.86 0.00
H -0.40 -2.52 0.75 0.00
C 0.39 -2.59 1.52 0.00
H 3.52 -2.69 -0.55 0.00
H -0.07 -2.43 2.50 0.00
H 3.26 0.11 3.12 0.00
C 3.53 -2.46 0.51 -0.01
C -1.90 2.44 2.83 0.00
As 0.72 -1.52 -2.29 0.00
C -0.55 2.87 -2.22 0.00
```

Summary:
HOMO-LUMO gap (spin up / spin down) = 5.3 / 5.7 eV
expectation value of S² = 0.765
total charge = +3
LUMO (spin up / spin down) = -9.808 / -9.447 eV
ΔE to the lowest compared entry with this formula, charge and spin = 30.5 kcal per mole
multiplicity = 2